Density functional theory data (ωB97M-V/def2-TZVPD) for the molecule C3H6O2.

Cartesian coordinates (Å):
O: -1.9365 -0.6844 -0.5467
O: -0.2207 1.2449 -0.9144
C: -0.0572 0.4676 0.2944
C: 1.2382 -0.3096 0.0303
C: -1.2518 -0.4445 0.4227
H: 1.2420 0.2310 -0.9642
H: -0.7895 0.7106 -1.4988
H: 2.0815 -0.0723 0.6954
H: 0.0236 1.1689 1.1306
H: -1.4659 -0.9103 1.4035
H: 1.1362 -1.4019 -0.0528

Forces on atoms 1 to 2 (eV/Å):
0.122 -0.065 0.520
-0.942 0.345 0.603

As for the net charge: 0. The value obtained for the molecular weight is 74.1 g/mol. The HOMO energy comes out at -10.460 eV. The calculation puts the gap between HOMO and LUMO at 0.4148 Ha. The calculation puts the relative energy (zero: lowest compared OMol25 entry of this formula, charge and spin) at 1.773 eV. Its SMILES is C[C@@H](O)C=O. As for the lowest unoccupied orbital energy: 0.83 eV.